# 1
This record from the Open Molecules 2025 dataset describes an isolated molecule of C6H8NOPS2 in a non-equilibrium geometry. The level of theory is ωB97M-V/def2-TZVPD.

Output
* energy relative to the best compared isomer or geometry (same formula, charge and spin): 80.0 kcal/mol
* E_LUMO: -0.0332 hartree
* HOMO level: -0.3142 Ha
* charge: 0
* DFT total energy: -40846.60194 eV

Positions of all 19 atoms, in Å:
1 C -2.137 1.183 -1.181
2 C -1.084 0.819 -0.727
3 C 0.628 0.833 1.082
4 C 0.167 0.369 -0.255
5 C 0.552 -0.852 -2.282
6 C -1.424 -0.481 2.617
7 N 0.918 -0.394 -0.972
8 O 3.550 0.311 -1.148
9 P 2.852 -0.835 -0.598
10 S 2.064 -0.213 1.551
11 S -0.772 1.182 2.337
12 H -3.059 1.518 -1.558
13 H 1.014 1.853 0.967
14 H 0.764 -0.082 -3.028
15 H 1.166 -1.725 -2.505
16 H -0.508 -1.111 -2.337
17 H -0.722 -1.047 3.228
18 H -1.599 -0.975 1.665
19 H -2.368 -0.353 3.144

Atomic forces in eV per Å
0.906 -0.306 0.378
-1.103 0.275 -0.678
0.263 0.139 0.937
0.539 -0.381 -0.255
-0.345 -0.133 -0.624
0.366 0.186 0.006
-0.152 0.352 0.638
0.789 1.210 -0.874
-1.454 -0.544 2.030
-0.160 -0.139 0.004
1.231 -0.587 -1.062
-0.504 0.183 -0.190
-0.120 -0.020 -0.179
0.006 -0.015 0.022
-0.140 0.026 -0.088
0.101 0.006 -0.003
-0.125 -0.090 -0.081
-0.092 -0.113 0.015
-0.005 -0.049 0.005

# 2
This record from the Open Molecules 2025 dataset describes an isolated ion of composition C6H8NOS2 and charge -1 in a non-equilibrium geometry. The level of theory is ωB97M-V/def2-TZVPD.

Output
* SMILES: CCCc1[nH]c(=O)sc1[S-]
* energy relative to the best compared isomer or geometry (same formula, charge and spin): 45.8 kcal/mol
* E_LUMO (alpha / beta): 0.1273 / 0.1273 hartree
* HOMO level (alpha / beta): -0.0840 / -0.0840 Ha
* charge: -1
* DFT total energy: -31559.54071 eV

Positions of all 18 atoms, in Å:
1 C -0.231 -1.439 1.117
2 C -0.076 -0.617 -0.129
3 C 0.539 0.776 0.031
4 C 0.819 1.525 -1.278
5 N -0.133 2.200 -2.010
6 C 0.040 3.282 -2.726
7 O -0.724 3.911 -3.423
8 S 1.820 3.661 -2.589
9 C 2.168 2.458 -1.365
10 S 3.591 2.084 -0.647
11 H -0.739 -2.303 0.803
12 H -0.738 -0.917 1.785
13 H 0.625 -1.723 1.590
14 H 0.682 -1.273 -0.750
15 H -1.111 -0.496 -0.603
16 H -0.119 1.589 0.496
17 H 1.548 0.723 0.627
18 H -1.117 1.940 -2.080

Atomic forces in eV per Å
-0.020 -0.232 -3.111
1.007 -0.384 -1.545
0.895 1.873 -0.078
6.295 2.412 0.490
-3.467 -0.813 0.319
3.202 1.031 -0.131
-1.146 0.310 -0.595
-0.183 0.259 0.242
-5.638 -3.895 -0.705
1.363 0.187 0.684
-0.913 -1.375 0.080
-2.827 2.134 3.227
2.870 -0.717 0.928
-1.751 1.607 0.304
1.502 -0.481 0.172
0.253 -1.602 0.505
-1.811 0.227 -1.213
0.370 -0.541 0.426

# 3
This record from the Open Molecules 2025 dataset describes C6H8NP3 as an isolated structure in a non-equilibrium geometry. The level of theory is ωB97M-V/def2-TZVPD.

Output
* energy relative to the best compared isomer or geometry (same formula, charge and spin): 26.1 kcal/mol
* E_LUMO (alpha / beta): -0.0698 / -0.0698 hartree
* HOMO level (alpha / beta): -0.2738 / -0.2738 Ha
* charge: 0
* DFT total energy: -35700.01630 eV

Positions of all 18 atoms, in Å:
1 C 2.386 -0.014 -0.013
2 C 1.079 -0.119 0.149
3 C 3.557 0.284 -0.017
4 C -0.137 -0.177 0.275
5 C 4.922 0.213 -0.426
6 C -1.454 -0.061 0.371
7 N -3.466 0.787 -0.630
8 P -2.679 -0.698 -0.869
9 P -3.344 -1.983 0.730
10 P -2.195 1.482 0.745
11 H 5.056 1.223 -0.751
12 H 5.108 -0.649 -1.142
13 H 5.670 0.065 0.411
14 H -4.512 0.688 -0.853
15 H -4.622 -2.442 0.102
16 H -2.488 -2.925 0.296
17 H -1.060 1.873 1.777
18 H -1.823 2.452 -0.152

Atomic forces in eV per Å
1.301 0.718 0.417
-2.603 -0.487 0.276
-0.467 -1.667 -0.213
3.436 -0.263 0.516
1.654 -0.858 0.928
-2.799 0.439 -1.928
-1.564 -1.495 -1.328
0.355 1.878 0.543
-2.753 0.549 1.080
1.193 -0.434 1.575
1.126 0.422 -1.149
-0.292 1.474 0.479
-1.021 0.158 -0.639
1.840 0.781 1.169
1.338 -0.032 0.208
0.799 -1.603 -0.573
-1.350 -0.165 -0.960
-0.193 0.585 -0.401

# 4
This record from the Open Molecules 2025 dataset describes C6H8NaO6 as an isolated structure in a non-equilibrium geometry. The level of theory is ωB97M-V/def2-TZVPD.

Output
* energy relative to the best compared isomer or geometry (same formula, charge and spin): 0.0 kcal/mol
* E_LUMO: 0.0727 hartree
* HOMO level: -0.1469 Ha
* charge: -1
* DFT total energy: -23053.78600 eV

Positions of all 21 atoms, in Å:
1 O 1.703 0.875 0.744
2 C 0.912 -0.208 1.517
3 C 2.455 0.258 -0.279
4 O 1.210 -0.295 2.747
5 O 1.222 -1.386 0.754
6 C 1.723 -1.055 -0.520
7 H 3.490 0.083 0.057
8 H 2.475 0.899 -1.172
9 H 2.382 -1.860 -0.868
10 H 0.898 -0.930 -1.241
11 H -2.794 0.550 -1.911
12 O -0.949 1.317 1.782
13 O -0.952 1.084 -1.069
14 C -1.936 0.167 -1.314
15 C -2.504 -0.279 0.035
16 O -1.362 -0.692 0.803
17 C -0.541 0.294 1.207
18 H -1.481 -0.733 -1.792
19 H -3.147 -1.164 -0.065
20 H -3.021 0.547 0.544
21 Na 0.218 2.528 0.040

Atomic forces in eV per Å
0.680 0.594 -0.631
0.354 -0.101 1.026
-0.054 0.170 0.182
-0.602 0.204 -1.233
0.296 -0.248 -0.368
-0.390 -0.107 0.016
-0.131 -0.003 -0.055
0.028 -0.132 0.048
-0.061 0.101 0.099
0.146 0.133 0.077
0.203 -0.164 -0.143
0.349 -0.417 -1.526
0.130 0.607 -0.480
0.635 0.348 0.513
0.184 -0.195 0.124
-0.202 0.132 -0.462
-0.806 -0.172 2.763
-0.549 0.050 -0.152
0.050 0.182 0.179
0.074 -0.196 -0.116
-0.331 -0.787 0.138

# 5
This record from the Open Molecules 2025 dataset describes C6H8NiO6 as an isolated structure in a non-equilibrium geometry. The level of theory is ωB97M-V/def2-TZVPD.

Output
* energy relative to the best compared isomer or geometry (same formula, charge and spin): 74.9 kcal/mol
* E_LUMO (alpha / beta): -0.1436 / -0.2258 hartree
* HOMO level (alpha / beta): -0.4729 / -0.5284 Ha
* charge: +1
* multiplicity: 4
* DFT total energy: -59667.50750 eV

Positions of all 21 atoms, in Å:
1 O 2.012 -0.007 -0.237
2 Ni 1.835 1.931 -0.387
3 O 3.644 1.374 0.059
4 C 3.374 0.128 0.092
5 O 4.050 -0.834 0.362
6 C 1.369 -1.290 -0.191
7 C 0.096 -1.241 -0.946
8 H 2.069 -2.026 -0.623
9 H 1.208 -1.564 0.860
10 H 0.071 -0.701 -1.895
11 H -0.568 -2.101 -0.847
12 O -2.062 1.554 -0.551
13 C -0.866 1.620 -0.032
14 C -2.659 0.301 -0.122
15 O 0.073 2.218 -0.548
16 O -0.778 0.927 1.073
17 C -2.032 0.235 1.283
18 H -3.629 -0.383 0.097
19 H -1.795 -0.780 1.615
20 H -2.602 0.740 2.070
21 H -2.809 -0.101 -1.133

Atomic forces in eV per Å
-0.556 -0.030 -0.330
2.513 -0.518 0.356
-1.149 1.678 -0.426
1.966 -2.505 0.921
-1.073 1.174 -0.470
-0.320 -0.564 0.151
0.253 -0.305 -0.394
-0.090 0.193 0.119
0.125 0.060 -0.192
-0.064 -0.080 0.266
0.137 0.312 0.028
-1.099 2.298 -0.685
-1.673 -1.168 0.946
-1.763 -2.437 0.995
-1.211 1.104 -0.269
1.038 0.351 0.362
1.338 -1.860 -1.330
-0.820 3.803 0.499
-0.034 0.166 0.017
-0.155 0.178 -0.593
2.637 -1.850 0.029

# 6
This record from the Open Molecules 2025 dataset describes an isolated molecule of C6H8O2 in a non-equilibrium geometry. The level of theory is ωB97M-V/def2-TZVPD.

Output
* SMILES: C=C1[C@H](O)C=C[C@@H]1O
* energy relative to the best compared isomer or geometry (same formula, charge and spin): 46.8 kcal/mol
* E_LUMO: 0.0341 hartree
* HOMO level: -0.3650 Ha
* charge: 0
* DFT total energy: -10444.69780 eV

Positions of all 16 atoms, in Å:
1 C 1.698 -0.635 0.611
2 C 0.741 0.108 0.128
3 C -0.317 0.823 0.907
4 O -0.336 0.491 2.318
5 C -1.574 0.494 0.148
6 C -1.266 0.195 -1.097
7 C 0.250 0.022 -1.285
8 O 0.623 -1.140 -1.949
9 H 2.511 -1.113 0.102
10 H 1.939 -0.549 1.642
11 H -0.097 1.889 0.851
12 H -0.460 -0.451 2.378
13 H -2.609 0.662 0.549
14 H -1.993 0.222 -1.994
15 H 0.599 0.871 -1.817
16 H 0.290 -1.889 -1.493

Atomic forces in eV per Å
1.585 0.469 0.954
-0.980 -0.621 -0.791
0.048 -0.698 1.889
0.053 1.036 -0.966
-1.208 0.783 0.615
-0.756 -0.106 -2.267
-1.352 -0.032 0.622
0.798 0.860 -1.489
-0.325 -0.448 -0.930
-0.197 -0.001 1.028
-0.269 0.232 0.261
-0.054 -0.607 0.022
1.262 -0.017 -0.393
1.290 -0.507 1.643
0.632 0.658 -1.022
-0.527 -1.000 0.824

# 7
This record from the Open Molecules 2025 dataset describes a 3-piece molecular cluster, C6H8O3PS overall in a non-equilibrium geometry. The level of theory is ωB97M-V/def2-TZVPD.

Output
* energy relative to the best compared isomer or geometry (same formula, charge and spin): 44.4 kcal/mol
* E_LUMO: 0.1111 hartree
* HOMO level: -0.1549 Ha
* charge: -1
* DFT total energy: -32619.31866 eV

Positions of all 19 atoms, in Å:
1 C -2.591 0.523 1.162
2 C -3.698 0.235 0.347
3 C -1.755 1.391 0.576
4 C -3.755 0.949 -0.845
5 C 2.956 0.188 -0.005
6 C 3.964 -0.831 -0.082
7 O -1.520 -1.924 -0.752
8 O 0.457 -0.537 -1.354
9 O 4.865 -0.942 -0.918
10 P -0.359 -1.189 -0.293
11 S -2.423 2.046 -0.885
12 H -2.570 -0.176 1.979
13 H -4.447 -0.462 0.678
14 H -0.696 1.483 0.677
15 H 3.142 1.102 -0.542
16 H 2.087 -0.329 -0.567
17 H 2.408 0.587 0.972
18 H -4.568 1.048 -1.455
19 H 3.699 -1.647 0.604

Atomic forces in eV per Å
-1.218 -1.390 -0.394
-1.072 1.017 -1.358
0.348 0.903 -0.788
1.938 -0.064 3.326
-2.832 1.934 0.750
1.086 -0.774 -0.660
-2.516 -1.566 -0.609
0.715 0.622 -0.700
-1.117 0.329 1.384
1.772 0.372 1.133
0.115 -0.868 0.073
1.223 0.385 0.579
-0.217 -0.179 -0.224
0.326 0.494 0.604
0.441 0.200 -0.599
0.601 0.732 0.467
1.586 -1.659 -1.465
-1.739 0.088 -1.697
0.559 -0.575 0.178

# 8
This record from the Open Molecules 2025 dataset describes an isolated molecule of C6H8O3S in a non-equilibrium geometry. The level of theory is ωB97M-V/def2-TZVPD.

Output
* energy relative to the best compared isomer or geometry (same formula, charge and spin): 118.8 kcal/mol
* E_LUMO (alpha / beta): -0.0413 / -0.0357 hartree
* HOMO level (alpha / beta): -0.3225 / -0.3317 Ha
* charge: 0
* DFT total energy: -23323.74357 eV

Positions of all 18 atoms, in Å:
1 C 0.344 1.209 0.851
2 C -0.386 0.100 0.849
3 C 1.074 2.305 1.356
4 C 0.964 -0.931 -0.946
5 C 0.881 -0.154 -2.271
6 C -1.437 0.118 1.902
7 O 1.658 2.324 2.441
8 O 0.218 2.448 -2.695
9 O -0.190 -0.927 -0.045
10 S 1.273 1.667 -2.046
11 H 1.123 3.227 0.706
12 H 1.024 -2.020 -0.998
13 H 1.961 -0.745 -0.610
14 H 1.596 -0.559 -2.849
15 H 0.027 -0.124 -2.798
16 H -1.483 -0.939 2.185
17 H -2.436 0.347 1.571
18 H -1.236 0.748 2.753

Atomic forces in eV per Å
0.426 -0.848 -0.691
1.780 2.717 -0.709
0.272 1.109 0.011
-1.340 -1.095 -0.314
0.362 1.689 4.267
-0.664 -2.490 -0.275
-0.302 -0.323 -0.420
-0.942 0.405 -0.564
-0.015 0.985 0.694
0.993 -1.277 0.927
-0.178 -0.711 0.351
-0.085 -0.013 -1.265
0.392 0.961 1.628
2.769 -1.287 -2.233
-3.460 -0.249 -1.542
-0.221 0.088 0.679
-0.327 0.236 -0.597
0.539 0.104 0.053

# 9
This record from the Open Molecules 2025 dataset describes C6H8O4 as an isolated structure in a non-equilibrium geometry. The level of theory is ωB97M-V/def2-TZVPD.

Output
* energy relative to the best compared isomer or geometry (same formula, charge and spin): 154.2 kcal/mol
* E_LUMO: -0.0089 hartree
* HOMO level: -0.3684 Ha
* charge: 0
* DFT total energy: -14535.30082 eV

Positions of all 18 atoms, in Å:
1 C -4.157 0.244 -0.029
2 C -1.989 -0.172 0.086
3 C -0.561 0.402 0.002
4 C 0.469 -0.372 0.018
5 C 1.864 0.157 -0.003
6 C 4.158 -0.290 -0.043
7 H -4.399 -0.340 -0.943
8 H -4.746 1.179 -0.082
9 H -4.014 -0.172 0.740
10 H -0.509 1.421 0.204
11 H 0.309 -1.567 0.121
12 H 4.246 1.045 -0.444
13 H 4.436 -0.414 1.084
14 H 4.760 -1.123 -0.771
15 O -2.812 0.633 -0.004
16 O -2.052 -1.438 -0.016
17 O 2.125 1.502 -0.010
18 O 2.891 -0.676 0.018

Atomic forces in eV per Å
-2.369 5.783 -10.740
11.291 -11.124 -1.451
-2.783 -0.035 1.471
2.470 -4.617 0.245
1.871 7.919 0.129
4.862 2.387 -0.356
0.336 -0.042 0.904
0.260 -0.694 0.598
-1.678 -6.959 11.083
0.464 1.860 -0.416
0.463 3.055 -0.588
-0.154 -4.555 1.258
0.805 0.635 -2.152
-1.498 2.667 2.091
-5.976 9.739 -2.047
-1.248 2.862 0.859
-1.825 -7.193 -0.017
-5.291 -1.690 -0.874

# 10
This record from the Open Molecules 2025 dataset describes C6H8O6Tm as an isolated structure in a non-equilibrium geometry. The level of theory is ωB97M-V/def2-TZVPD.

Output
* energy relative to the best compared isomer or geometry (same formula, charge and spin): 18.8 kcal/mol
* E_LUMO (alpha / beta): -0.3822 / -0.4032 hartree
* HOMO level (alpha / beta): -0.5838 / -0.6325 Ha
* charge: +2
* multiplicity: 4
* DFT total energy: -48144.77491 eV

Positions of all 21 atoms, in Å:
1 O 2.234 -0.184 -0.295
2 Tm 2.203 2.208 -0.374
3 O 3.946 1.099 -0.012
4 C 3.611 -0.131 -0.006
5 O 4.243 -1.134 0.218
6 C 1.528 -1.433 -0.266
7 C 0.239 -1.303 -0.985
8 H 2.177 -2.190 -0.737
9 H 1.380 -1.731 0.781
10 H 0.223 -0.736 -1.919
11 H -0.434 -2.161 -0.942
12 O -2.294 1.704 -0.454
13 C -1.142 1.859 0.143
14 C -2.809 0.394 -0.093
15 O -0.173 2.413 -0.368
16 O -1.075 1.149 1.239
17 C -2.283 0.361 1.355
18 H -3.740 -0.385 0.034
19 H -2.008 -0.638 1.707
20 H -2.944 0.816 2.099
21 H -2.882 0.022 -1.124

Atomic forces in eV per Å
-0.484 2.401 -0.317
-0.664 -1.717 0.299
-0.843 3.088 -0.428
1.715 -4.901 0.948
-1.353 2.183 -0.554
-0.681 -1.160 0.116
0.293 -0.207 -0.425
-0.064 0.216 0.111
0.161 0.093 -0.201
-0.073 -0.047 0.234
0.109 0.320 0.151
-0.840 2.630 -0.643
-2.267 -2.436 0.554
-1.856 -2.651 1.034
2.712 0.992 -0.135
1.288 0.603 0.373
1.182 -1.850 -1.153
-1.005 3.751 0.613
0.035 0.179 0.006
-0.168 0.181 -0.620
2.803 -1.666 0.038

Which of these has the highest DFT total energy?
C6H8O2

What is the formula in the second record?
C6H8NOS2

Repeat the seventh record exactly.
This record from the Open Molecules 2025 dataset describes a 3-piece molecular cluster, C6H8O3PS overall in a non-equilibrium geometry. The level of theory is ωB97M-V/def2-TZVPD.

Output
* energy relative to the best compared isomer or geometry (same formula, charge and spin): 44.4 kcal/mol
* E_LUMO: 0.1111 hartree
* HOMO level: -0.1549 Ha
* charge: -1
* DFT total energy: -32619.31866 eV

Positions of all 19 atoms, in Å:
1 C -2.591 0.523 1.162
2 C -3.698 0.235 0.347
3 C -1.755 1.391 0.576
4 C -3.755 0.949 -0.845
5 C 2.956 0.188 -0.005
6 C 3.964 -0.831 -0.082
7 O -1.520 -1.924 -0.752
8 O 0.457 -0.537 -1.354
9 O 4.865 -0.942 -0.918
10 P -0.359 -1.189 -0.293
11 S -2.423 2.046 -0.885
12 H -2.570 -0.176 1.979
13 H -4.447 -0.462 0.678
14 H -0.696 1.483 0.677
15 H 3.142 1.102 -0.542
16 H 2.087 -0.329 -0.567
17 H 2.408 0.587 0.972
18 H -4.568 1.048 -1.455
19 H 3.699 -1.647 0.604

Atomic forces in eV per Å
-1.218 -1.390 -0.394
-1.072 1.017 -1.358
0.348 0.903 -0.788
1.938 -0.064 3.326
-2.832 1.934 0.750
1.086 -0.774 -0.660
-2.516 -1.566 -0.609
0.715 0.622 -0.700
-1.117 0.329 1.384
1.772 0.372 1.133
0.115 -0.868 0.073
1.223 0.385 0.579
-0.217 -0.179 -0.224
0.326 0.494 0.604
0.441 0.200 -0.599
0.601 0.732 0.467
1.586 -1.659 -1.465
-1.739 0.088 -1.697
0.559 -0.575 0.178

Which of these has the highest DFT total energy?
C6H8O2